The following is a DFT calculation (ωB97M-V/def2-TZVPD) of a molecular structure, C29H38AsCrF5N5O4PS.

Structure (XYZ):
```
85
Properties=species:S:1:pos:R:3:forces:R:3
Cr 0.1603 -0.4597 -0.0495 -0.5 0.9 0.8
S 1.4752 1.4191 -0.4325 0.0 0.0 -0.2
C 0.1273 2.5490 -0.6386 0.0 -0.1 0.0
N 0.4623 3.8292 -0.7821 0.0 0.0 0.0
N -0.5410 4.6917 -1.0695 0.2 0.3 0.4
C -1.5064 4.5986 -2.0718 -0.1 0.0 -0.2
C -1.5517 3.5752 -3.0146 0.1 0.0 -0.1
C -2.5272 3.5909 -3.9966 0.0 0.0 0.0
C -3.4643 4.6120 -4.0671 0.0 0.0 0.1
C -3.4033 5.6415 -3.1377 0.0 0.0 -0.1
C -2.4353 5.6366 -2.1511 0.0 0.0 0.0
N -1.1374 2.1505 -0.6008 0.1 -0.1 0.2
N -1.3050 0.8526 -0.3360 0.2 -0.1 -0.3
C -2.6131 0.3892 -0.4349 0.0 0.0 0.1
C -2.7580 -0.9487 0.2379 0.0 0.0 0.0
C -4.0286 -1.7534 -0.1432 -0.1 0.0 0.0
C -5.0522 -0.9890 -0.9330 0.1 0.0 0.0
C -4.8548 0.2682 -1.3330 0.1 0.0 0.0
C -3.6046 0.9838 -1.1177 0.0 -0.1 0.1
H -0.2703 5.6403 -0.8485 0.0 -0.2 -0.1
H -0.8310 2.7701 -2.9858 0.0 0.1 0.0
H -2.5515 2.7856 -4.7179 0.0 0.0 0.0
H -4.2231 4.6088 -4.8349 -0.1 0.0 -0.1
H -4.1192 6.4516 -3.1737 0.0 0.0 0.0
H -2.4013 6.4354 -1.4204 0.0 0.0 0.0
H -2.7419 -0.7881 1.3218 0.0 0.0 0.0
H -4.5056 -2.1281 0.7683 0.0 0.0 0.0
H -5.9726 -1.5036 -1.1659 -0.1 0.0 0.0
H -5.6305 0.7711 -1.8952 -0.1 0.0 0.0
H -3.4390 1.9428 -1.5858 0.0 0.0 0.0
C 6.3389 -0.5561 0.5639 0.0 0.1 0.0
As 4.5912 0.3015 0.2962 0.0 -0.1 0.0
C 5.2519 2.0046 -0.4042 0.0 0.0 0.0
C 4.3287 0.8985 2.1476 0.0 0.0 0.0
H 6.9753 0.0438 1.2151 0.0 0.0 0.0
H 6.8303 -0.6774 -0.4010 0.0 0.0 0.0
H 6.2010 -1.5435 1.0009 0.0 0.0 0.0
H 6.0755 2.3784 0.2054 0.0 0.0 0.0
H 4.4325 2.7222 -0.3991 0.0 0.0 0.0
H 5.5921 1.8742 -1.4315 0.0 0.0 0.0
H 5.2007 1.4473 2.5053 0.0 0.0 0.0
H 4.1608 0.0360 2.7931 0.0 0.0 0.0
H 3.4501 1.5421 2.1818 0.0 0.0 0.0
C 1.4108 -4.6880 -1.5851 0.0 0.0 0.0
O 0.8760 -3.4419 -1.1212 0.0 0.1 0.0
P 1.7980 -2.2333 -0.6266 0.1 -0.1 -0.1
O 2.8253 -2.8806 0.4111 0.1 0.1 -0.1
C 2.3946 -3.1614 1.7422 -0.1 -0.1 0.0
O 2.8636 -2.0192 -1.7851 0.0 -0.2 0.1
C 2.5829 -1.1410 -2.8836 0.0 0.1 -0.1
H 1.1821 -5.4546 -0.8454 0.0 0.0 0.0
H 2.4881 -4.6249 -1.7383 0.0 0.0 0.0
H 0.9176 -4.9258 -2.5249 0.0 0.0 0.0
H 3.2334 -2.9411 2.4013 0.0 0.0 0.0
H 2.1272 -4.2158 1.8198 0.0 0.0 0.0
H 1.5334 -2.5526 2.0128 0.0 -0.1 -0.1
H 3.3153 -1.3796 -3.6515 0.0 0.0 0.0
H 2.6888 -0.1057 -2.5601 0.0 0.0 0.0
H 1.5784 -1.3090 -3.2724 0.0 0.0 0.0
C -0.5214 0.2964 5.3472 0.0 0.0 0.1
N 0.0863 -0.2573 4.1490 -0.1 0.1 -0.2
C 0.9923 -1.3789 4.3284 0.1 0.0 0.0
C -0.1747 0.1992 2.9207 0.2 0.0 0.0
C -0.9786 1.4562 2.7794 0.0 0.0 0.0
O 0.3068 -0.4213 1.9434 -0.1 -0.3 0.0
H -0.6778 -0.5143 6.0567 0.0 0.0 0.0
H -1.4877 0.7371 5.1237 0.0 0.0 0.0
H 0.1216 1.0486 5.8096 0.0 0.0 0.0
H 1.4324 -1.3060 5.3211 0.0 0.0 0.0
H 1.7827 -1.3301 3.5844 0.0 0.0 0.1
H 0.4682 -2.3303 4.2350 0.0 -0.1 0.0
H -0.7364 2.1613 3.5712 0.0 0.0 0.0
H -2.0461 1.2336 2.8304 0.0 0.0 0.0
H -0.7760 1.9093 1.8169 0.0 0.0 -0.1
F -0.7072 -1.2308 -2.3891 -0.1 -0.2 -0.2
C -1.6093 -1.9188 -1.6284 -0.1 0.0 -0.1
C -1.4735 -1.7723 -0.1478 0.1 -0.1 -0.3
C -1.6129 -3.1114 0.4798 -0.2 -0.2 0.0
F -0.7616 -3.5318 1.4410 0.1 0.0 0.0
C -2.6706 -3.7977 0.0801 0.2 -0.1 0.1
F -3.0768 -5.0005 0.5092 0.0 0.1 0.0
C -3.5362 -3.0330 -0.9022 0.0 -0.1 -0.1
F -4.5881 -3.7999 -1.3291 0.0 0.0 0.0
C -2.6742 -2.5630 -2.0657 0.1 0.1 0.0
F -3.0820 -2.7639 -3.3214 0.1 0.1 0.2
```
Forces are in eV/Å.

Calculated values
E: -169298.792 eV
strongest force on any atom: 1.32 eV/A
lowest unoccupied orbital energy (spin up / spin down): -0.31 / -0.47 eV
spin multiplicity: 5
ΔE to the lowest compared entry with this formula, charge and spin: 2.7872 eV
<S²>: 6.0961
frontier orbital gap (spin up / spin down): 6.02 / 6.17 eV
highest occupied orbital energy (spin up / spin down): -6.3 / -6.6 eV

Löwdin atomic charge list, values in e, 6 entries: number 1, Cr, carries 0.51; number 2, S, carries 0.62; number 3, C, carries -0.81; number 4, N, carries 0.02; number 5, N, carries -0.01; number 6, C, carries -0.26

---

The following is a DFT calculation (ωB97M-V/def2-TZVPD) of a molecular structure, C29H38BaN2O2P3.

Structure (XYZ):
```
75
Properties=species:S:1:pos:R:3:forces:R:3
Ba 0.6309 0.7742 -1.2213 2.4 0.3 2.6
P 2.5888 -1.4118 -1.1684 1.7 0.5 -1.4
C 2.5704 -1.3274 -2.9429 -1.6 3.0 -2.4
C 1.2731 -1.3217 -3.6284 0.1 0.8 -1.0
N 0.0910 -0.6159 -3.3731 0.1 -0.3 2.5
C -1.1101 -1.1611 -3.6621 2.0 -1.1 -0.8
C -1.1633 -2.2411 -4.4758 -0.9 -0.3 -1.0
C -0.0337 -2.6898 -5.1518 1.7 0.3 0.2
C 1.1753 -2.0952 -4.7951 -0.6 -1.5 -0.4
C -2.3628 -0.7166 -3.0746 -1.0 2.0 0.9
P -2.3594 1.1008 -2.4935 -2.4 -3.9 -1.5
H 2.1363 -2.4268 -5.1231 0.3 -0.5 -0.7
H -2.1176 -2.6312 -4.7457 -0.6 -0.5 0.1
H -0.1028 -3.5619 -5.8183 0.2 0.7 0.1
H -3.1092 -0.7089 -3.8556 -0.5 -0.1 -0.2
H -2.7631 -1.3457 -2.2631 0.5 0.3 -0.1
H 3.4772 1.7093 -2.9698 0.2 0.8 0.3
H 3.3814 -0.9912 -3.6997 -0.8 -1.2 1.6
H 0.8205 2.6585 -3.9790 0.3 0.4 -0.1
O 3.6140 2.6828 -2.8548 -0.3 -1.1 -1.4
H 3.9068 2.9264 -3.7646 -0.2 0.0 1.0
H -0.8860 1.1393 -2.4847 -2.7 0.9 -0.5
O -0.0660 2.5200 -3.6470 -0.1 -0.5 0.2
H -0.4632 3.3432 -3.3705 0.3 0.7 -0.2
C -2.9205 1.9832 -3.9358 1.2 1.2 -0.5
H -3.8878 1.6093 -4.3241 0.8 0.2 0.3
H -2.9409 3.0671 -3.7022 -0.4 -0.5 -0.2
H -2.0655 1.8747 -4.6080 -0.5 0.0 -0.6
C -4.0450 0.9860 -1.6441 0.6 0.6 1.8
H -3.9876 1.5712 -0.7099 -0.5 -0.2 -0.4
H -4.8234 1.3693 -2.3332 0.8 0.0 0.3
H -4.2956 -0.0509 -1.3697 0.5 0.4 -0.1
C 2.6148 -3.2249 -1.0985 0.2 0.3 0.9
H 3.6786 -3.4779 -1.2084 -0.4 -0.5 0.5
H 2.1243 -3.4082 -0.1248 0.5 -1.0 -0.5
H 2.0941 -3.6111 -1.9812 -0.2 0.1 0.5
C 4.3981 -0.8410 -0.9521 -0.8 -0.6 0.4
H 4.4179 -0.4030 0.0822 0.7 -0.4 -1.1
H 4.9678 -1.7940 -1.0729 0.0 1.0 0.4
H 4.7008 -0.1235 -1.7625 -0.4 -0.6 1.0
N -0.5250 -0.1597 0.6017 0.0 -0.5 3.1
P -0.4289 -0.0451 2.2470 0.0 1.1 -3.4
C 1.1477 0.8792 2.5234 -0.8 0.0 0.6
C 2.3146 0.1079 2.6871 -0.3 0.5 0.0
C 3.5370 0.7554 2.6262 -0.2 0.1 -0.3
C 3.5785 2.1288 2.3997 0.4 0.3 -0.7
C 2.4311 2.9052 2.2715 -0.4 -0.2 -0.1
C 1.1883 2.2854 2.3859 0.2 -0.5 -0.1
C -1.8784 0.9190 2.7451 0.3 2.2 0.8
C -2.4728 0.8986 4.0186 -0.6 0.3 -0.3
C -3.5276 1.7650 4.3363 -0.6 0.2 -0.2
C -3.9784 2.7375 3.4397 0.2 -0.2 -0.3
C -3.2916 2.8860 2.2252 -0.3 -0.4 0.2
C -2.2335 2.0170 1.9135 -0.8 0.0 -0.1
C -0.3263 -1.3122 3.5422 -0.1 -1.5 0.5
C -0.6591 -2.6117 3.1394 0.1 -0.3 0.2
C -0.5558 -3.6928 4.0162 0.0 -0.7 0.4
C -0.1559 -3.5574 5.3415 0.1 0.5 -0.4
C 0.1531 -2.2701 5.7618 0.0 0.2 0.2
C 0.0694 -1.1681 4.8961 0.2 0.1 0.2
H 2.2972 -0.9739 2.8650 -0.3 0.5 -0.2
H 4.4352 0.1521 2.6479 0.2 0.2 0.2
H 4.5245 2.5916 2.1664 0.2 0.1 0.3
H 2.4505 3.9663 2.0019 0.3 -0.4 0.4
H 0.2862 2.9133 2.3500 0.3 -0.6 -0.1
H -2.1747 0.2089 4.7939 0.1 -0.3 -0.2
H -4.1066 1.6438 5.2544 0.5 0.0 -0.1
H -4.8655 3.3615 3.6485 0.7 -0.4 0.0
H -3.6774 3.6182 1.4944 0.6 -0.3 0.4
H -1.7434 2.2104 0.9550 0.0 -0.5 0.3
H -0.9816 -2.7972 2.1179 0.1 0.1 0.1
H -0.7530 -4.7108 3.7089 -0.2 0.1 -0.5
H -0.0555 -4.4135 6.0305 -0.1 0.5 -0.6
H 0.4803 -2.1641 6.8014 -0.1 0.4 -0.4
H 0.3391 -0.2091 5.3543 -0.1 -0.2 -0.6
```
Forces are in eV/Å.

Calculated values
E: -66313.509 eV
strongest force on any atom: 4.83 eV/A
lowest unoccupied orbital energy (spin up / spin down): -4.16 / -4.16 eV
net charge: +1
ΔE to the lowest compared entry with this formula, charge and spin: 8.1420 eV
frontier orbital gap (spin up / spin down): 4.44 / 4.44 eV
highest occupied orbital energy (spin up / spin down): -8.6 / -8.6 eV

Löwdin atomic charge list, values in e, 6 entries: number 1, Ba, carries 1.55; number 2, P, carries 0.64; number 3, C, carries -0.39; number 4, C, carries -0.41; number 5, N, carries -0.10; number 6, C, carries -0.41

---

The following is a DFT calculation (ωB97M-V/def2-TZVPD) of a molecular structure, C29H38Br3CaClCsF4N2O16.

Structure (XYZ):
```
95
Properties=species:S:1:pos:R:3:forces:R:3
C 3.0143 1.0166 2.6952 -1.4 -0.4 -1.3
C 1.8821 0.0388 3.3118 2.9 -1.1 0.2
O 2.2595 -1.0727 3.7472 -2.4 3.3 -1.0
O 0.5537 0.5196 3.2469 2.0 -1.5 1.4
C -0.3204 -0.1133 4.2061 -2.4 0.1 0.4
C -1.3916 -1.0790 3.4136 1.4 2.7 -3.3
C -0.8000 -2.5573 3.0250 0.3 -0.5 -1.7
C -0.7198 -2.7223 1.3998 0.5 -0.3 1.6
C 0.6732 -2.0690 0.9584 -0.4 0.6 -1.3
C 1.0857 -2.3091 -0.5621 2.1 -0.9 -3.8
C 1.4579 -1.0167 -1.4398 0.0 -1.7 4.3
N 1.9153 -1.0505 -2.8634 -0.9 -2.5 -0.4
C 2.2781 0.1184 -3.7267 0.9 0.2 -0.1
C 2.6886 1.4588 -2.9448 0.8 -0.1 -1.0
O 1.8436 2.5534 -3.4187 -0.8 -1.2 1.8
C 0.5093 2.5082 -2.8715 -0.1 1.2 -0.4
C 0.3634 3.1142 -1.3932 -0.9 0.3 -0.4
F -0.3550 2.1316 -0.6041 1.7 2.0 -0.9
F 1.5946 3.4360 -0.7861 -3.2 -0.7 -0.9
F -0.5010 4.2466 -1.4508 2.5 -2.5 0.8
C 1.9865 -2.4070 -3.5180 -0.8 -4.0 2.5
C 1.6429 -3.7294 -2.8095 0.4 4.9 -0.5
C 1.1828 -3.6975 -1.2636 0.0 2.8 1.2
C 0.8690 -5.0493 -0.5101 -1.9 -1.0 -2.2
O 0.1586 -5.9281 -1.0743 2.9 3.1 2.7
O 1.3829 -5.2156 0.8053 -0.3 1.1 -2.3
H 2.7714 2.1194 2.8366 0.4 -1.6 0.1
H 2.9581 0.8261 1.5521 0.1 0.3 1.7
H 4.0669 0.7152 3.0060 -1.7 0.3 0.0
H 0.2072 -0.6203 5.1038 -0.5 0.6 -1.8
H -0.9636 0.7358 4.6605 1.2 -1.2 -0.8
H -2.3726 -1.2006 4.0456 3.0 6.3 -6.4
H -1.6939 -0.5726 2.3974 0.9 -0.6 2.0
H -1.5220 -3.3777 3.4444 2.6 0.9 -3.2
H 0.2461 -2.7800 3.5216 -2.0 0.7 -0.9
H -1.6444 -2.2175 0.9561 1.4 -0.5 0.4
H -0.8137 -3.8417 1.2080 0.4 1.5 0.0
H 0.5624 -0.9253 1.0854 0.3 -1.7 -0.1
H 1.5319 -2.3957 1.6322 -1.2 0.3 -0.8
H 1.3620 -0.0055 -0.9106 0.7 -1.6 -0.8
H 3.1847 -0.2145 -4.3571 -1.5 0.6 1.3
H 1.4342 0.3044 -4.4830 1.3 0.2 1.1
H 3.7575 1.7250 -3.2948 -1.8 -0.3 0.6
H 2.7476 1.3685 -1.8100 -0.4 0.1 -1.4
H 0.0103 1.4795 -2.8735 1.0 1.4 0.0
H -0.1418 3.1722 -3.5569 1.0 -1.2 1.2
H 2.3462 -2.4688 -4.6058 -0.7 0.4 1.9
H 1.7391 -4.7110 -3.3905 -0.2 1.7 1.0
H 2.0684 -4.5079 0.8840 -0.6 -0.8 0.0
C -5.7987 -1.9738 3.5347 -0.4 -0.3 0.0
Br -5.1964 -0.6776 4.8517 -0.3 0.1 -0.3
Br -4.5987 -2.0644 2.0071 -0.1 0.0 0.3
Br -6.0946 -3.7219 4.3255 0.4 0.4 -0.3
H -6.7615 -1.6247 3.1635 0.2 0.0 0.2
O -2.3467 2.6568 -4.2560 0.4 -0.4 0.2
Cl -2.0103 1.6222 -5.2105 -1.9 1.0 -1.5
O -0.7686 0.9802 -4.7964 0.7 -1.1 0.6
O -1.8340 2.2016 -6.5171 0.3 -0.4 0.8
O -3.0638 0.6330 -5.2484 0.5 -0.1 0.4
Ca -0.3958 -1.0544 -2.5304 -1.8 -0.2 -2.5
C -9.7530 1.0138 4.1931 0.1 0.8 -0.8
C -10.3948 0.7920 5.5255 -0.9 0.1 0.2
O -10.1456 -0.5773 5.7794 0.9 0.2 -0.3
C -8.9836 -0.8608 5.1337 0.4 -1.1 0.2
O -8.3210 -1.8390 5.3375 -0.5 0.9 -0.3
O -8.6581 0.1065 4.2302 0.0 -0.6 0.5
F -11.7314 0.9815 5.4580 0.0 0.0 0.2
H -10.4114 0.7547 3.3594 -0.1 0.0 0.2
H -9.4087 2.0405 4.0619 0.2 -0.2 0.0
H -9.9753 1.3978 6.3339 -0.2 0.0 0.0
C 2.9948 4.3999 4.8284 -0.1 -0.5 -2.7
O 2.5478 3.1766 4.7115 0.4 1.1 0.8
H 2.4911 5.1810 4.2306 -0.9 -0.1 0.4
H 2.9496 4.8640 5.8604 -1.1 0.0 1.9
H 4.0551 4.5779 4.5656 0.5 -0.6 0.8
C 6.5000 0.6033 -8.8533 0.0 0.0 0.0
C 6.3040 -0.7577 -9.0701 -0.1 0.2 0.2
C 5.2574 -1.4200 -8.4384 0.0 -0.1 0.0
C 4.4087 -0.7068 -7.5933 0.6 0.4 -0.4
C 4.6041 0.6546 -7.3661 -0.1 0.1 0.1
C 5.6552 1.3077 -8.0001 0.0 -0.2 0.0
N 3.2906 -1.3937 -6.9458 -0.2 -0.3 -0.2
O 3.1591 -2.5916 -7.1516 0.0 0.6 0.3
O 2.5451 -0.7288 -6.2345 0.3 -0.5 -0.8
H 7.3150 1.1182 -9.3528 -0.1 -0.1 0.1
H 6.9665 -1.3016 -9.7350 -0.1 0.0 0.1
H 5.1155 -2.4803 -8.6159 -0.1 0.2 0.1
H 3.9508 1.2157 -6.7063 0.0 -0.2 -0.1
H 5.8145 2.3676 -7.8329 -0.1 -0.1 0.0
C 1.2055 4.0061 8.2384 1.4 -1.8 0.6
O 1.1905 4.9179 7.2780 0.5 0.5 -0.8
H 2.0653 4.0214 8.9336 0.1 0.8 0.1
H 0.3592 4.0200 8.9518 -0.4 0.6 -0.3
H 1.1992 2.9443 7.9251 -0.4 0.0 -0.7
Cs -2.3890 -2.5150 5.0124 -4.5 -8.7 12.7
```
Forces are in eV/Å.

Calculated values
E: -318899.180 eV
strongest force on any atom: 16.03 eV/A
lowest unoccupied orbital energy: -6.39 eV
net charge: +1
frontier orbital gap: 2.28 eV
highest occupied orbital energy: -8.7 eV

Löwdin atomic charge list, values in e, 6 entries: number 1, C, carries 0.02; number 2, C, carries -0.40; number 3, O, carries 0.04; number 4, O, carries -0.05; number 5, C, carries -0.17; number 6, C, carries -0.48